Record 1
The following is a quantum chemistry calculation of C13H21F6N6O4S3V as an isolated structure at a distorted geometry, from the Open Molecules 2025 dataset.

```
! wB97M-V def2-TZVPD RIJCOSX def2/J DEFGRID3
* xyz 1 2
V 0.1854 -0.5820 0.0566
F -1.9696 -4.5355 -1.8238
C -1.0830 -3.7294 -2.3712
F -0.0628 -4.4144 -2.8503
F -1.6537 -3.0272 -3.3534
S -0.4942 -2.5384 -1.0985
O -1.7242 -1.8697 -0.6984
O 0.2538 -3.2587 -0.0922
N 0.4454 -1.5886 -2.0081
S 1.9277 -1.0937 -1.7136
O 2.6817 -0.9298 -2.9078
O 1.8703 0.1052 -0.8323
C 2.9451 -2.2743 -0.6548
F 2.8502 -3.5210 -1.0390
F 4.1917 -1.8473 -0.7972
F 2.6060 -2.1424 0.6344
S -1.1533 1.2034 -0.8107
C -0.8525 1.0908 -2.5210
N 0.2518 1.5823 -3.0606
C 0.5912 1.4733 -4.4878
C -0.6901 1.3849 -5.2973
C -1.5631 0.2815 -4.7254
N -1.7685 0.5332 -3.2961
H 0.9432 1.9312 -2.4193
H 1.2170 0.5941 -4.6476
H 1.1660 2.3553 -4.7592
H -0.4548 1.1711 -6.3379
H -1.2241 2.3359 -5.2540
H -1.0837 -0.6909 -4.8583
H -2.5363 0.2529 -5.2081
H -2.5554 0.1184 -2.8247
C -0.8717 3.2142 3.8944
C -0.0625 3.3622 2.6229
N 0.1732 2.0380 2.0466
C -0.0284 0.8702 2.6758
N -0.0399 -0.2582 1.9347
C -0.2377 -1.5282 2.6758
C 0.4856 -1.4739 4.0059
C -0.1275 -0.3539 4.8125
N -0.1935 0.8725 4.0044
C -0.2298 2.1368 4.7440
H -1.8943 2.9184 3.6503
H -0.8964 4.1570 4.4375
H 0.8913 3.8492 2.8307
H -0.5975 3.9626 1.8892
H 0.2525 1.9628 1.0428
H 0.1514 -2.3476 2.0737
H -1.3040 -1.7063 2.8318
H 1.5420 -1.2643 3.8235
H 0.3991 -2.4195 4.5390
H 0.4774 -0.1359 5.6927
H -1.1314 -0.6213 5.1482
H 0.7862 2.4290 5.0271
H -0.8011 1.9660 5.6543
*
```

LUMO energy (alpha / beta): -2.4082 / -2.2202 eV
Kohn-Sham gap (alpha / beta): 8.242 / 7.956 eV

How is the electron density shared among the atoms? According to Mulliken, the charges in e are:
1. V 0.90
2. F -0.18
3. C 0.33
4. F -0.20
5. F -0.18
6. S 1.33
7. O -0.60
8. O -0.62
9. N -0.28
10. S 1.12
11. O -0.60
12. O -0.64
13. C 0.60
14. F -0.18
15. F -0.20
16. F -0.19
17. S -0.58
18. C 0.36
19. N -0.04
20. C -0.54
21. C -0.73
22. C -0.54
23. N -0.05
24. H 0.27
25. H 0.25
26. H 0.45
27. H 0.36
28. H 0.31
29. H 0.24
30. H 0.46
31. H 0.30
32. C -0.68
33. C -0.66
34. N 0.05
35. C 0.08
36. N -0.15
37. C -0.61
38. C -0.84
39. C -0.70
40. N 0.20
41. C -0.73
42. H 0.31
43. H 0.37
44. H 0.35
45. H 0.35
46. H -0.17
47. H 0.40
48. H 0.27
49. H 0.30
50. H 0.38
51. H 0.47
52. H 0.31
53. H 0.30
54. H 0.47


Record 2
The following is a quantum chemistry calculation of one molecule with the formula C5H11NO at a distorted geometry, from the Open Molecules 2025 dataset.

```
! wB97M-V def2-TZVPD RIJCOSX def2/J DEFGRID3
* xyz 0 1
C 0.5373 1.9388 -0.6024
C -0.6580 1.0176 -0.9540
C -0.7088 -0.5747 -1.4438
N -0.9243 -0.0833 -0.1592
C -0.6409 -0.5097 1.1700
C 0.7015 -1.2001 1.3686
O 0.7679 -2.4332 0.6833
H 0.7018 1.9754 0.4893
H 0.3444 2.9811 -0.8938
H 1.4860 1.6319 -1.0519
H -1.4943 1.5478 -1.4023
H 0.2434 -0.8082 -1.9202
H -1.5367 -1.2180 -1.8151
H -0.7300 0.3730 1.8135
H -1.4278 -1.2261 1.4414
H 1.5236 -0.5265 1.0748
H 0.8131 -1.4335 2.4322
H 0.5557 -2.2594 -0.2441
*
```

LUMO energy: 0.9912 eV
Kohn-Sham gap: 9.485 eV

How is the electron density shared among the atoms? According to Mulliken, the charges in e are:
1. C -1.13
2. C -0.01
3. C -0.85
4. N 0.04
5. C -0.60
6. C -0.33
7. O -0.51
8. H 0.27
9. H 0.33
10. H 0.28
11. H 0.39
12. H 0.34
13. H 0.28
14. H 0.37
15. H 0.25
16. H 0.24
17. H 0.33
18. H 0.32


Record 3
The following is a quantum chemistry calculation of one molecule with the formula C4H12N2O at a distorted geometry, from the Open Molecules 2025 dataset.

```
! wB97M-V def2-TZVPD RIJCOSX def2/J DEFGRID3
* xyz 0 1
N 0.5519 2.3035 -1.2996
C 0.3783 1.5618 -0.0517
C 0.2029 0.0031 -0.2463
N 1.4378 -0.5121 -0.8392
C -0.1886 -0.6717 1.0616
C -1.3489 -1.6478 0.8658
O -1.0092 -2.9711 0.4364
H 0.6326 3.3172 -1.0842
H -0.3151 2.1970 -1.7962
H -0.5097 1.9580 0.4815
H 1.3032 1.5983 0.6840
H -0.6202 -0.0566 -0.9459
H 1.5296 -0.1436 -1.7925
H 2.1753 -0.0146 -0.3392
H 0.6989 -1.0093 1.5998
H -0.6858 -0.0012 1.7765
H -1.9358 -1.2532 0.0096
H -1.8657 -1.6919 1.8138
H -0.4316 -2.9660 -0.3342
*
```

LUMO energy: 0.9383 eV
Kohn-Sham gap: 10.293 eV

How is the electron density shared among the atoms? According to Mulliken, the charges in e are:
1. N -0.60
2. C -0.76
3. C 0.08
4. N -0.67
5. C -0.69
6. C -0.54
7. O -0.54
8. H 0.25
9. H 0.24
10. H 0.35
11. H 0.33
12. H 0.33
13. H 0.32
14. H 0.34
15. H 0.30
16. H 0.30
17. H 0.30
18. H 0.33
19. H 0.31


Record 4
The following is a quantum chemistry calculation of an isolated ion of composition C9H9NO2P and charge +1, from the Open Molecules 2025 dataset.

```
! wB97M-V def2-TZVPD RIJCOSX def2/J DEFGRID3
* xyz 1 1
O -2.7850 -2.7017 0.1386
P -2.3746 -2.1537 -1.3479
O -3.5315 -1.0287 -1.6647
C -1.0330 -0.9534 -0.8800
C -0.6887 0.0162 -1.8494
C 0.2892 0.9293 -1.5975
C 0.9650 0.9060 -0.3705
C 1.9877 1.8288 -0.0491
C 2.5917 1.7789 1.1592
N 2.2301 0.8365 2.0724
C 1.2955 -0.0668 1.8155
C 0.6301 -0.0669 0.5946
C -0.3943 -1.0096 0.3149
H -2.8224 -1.9740 0.7789
H -4.3450 -1.2918 -1.2124
H -1.2306 0.0129 -2.7821
H 0.5232 1.6606 -2.3540
H 2.2607 2.5728 -0.7774
H 3.3665 2.4722 1.4370
H 2.6786 0.8059 2.9776
H 1.0343 -0.8016 2.5587
H -0.6476 -1.7719 1.0375
*
```

LUMO energy: -4.7322 eV
Kohn-Sham gap: 7.444 eV

How is the electron density shared among the atoms? According to Mulliken, the charges in e are:
1. O -0.50
2. P 0.13
3. O -0.47
4. C 0.27
5. C -0.59
6. C -1.03
7. C 0.93
8. C -0.68
9. C -0.47
10. N -0.01
11. C -0.44
12. C 0.71
13. C -0.56
14. H 0.34
15. H 0.32
16. H 0.41
17. H 0.43
18. H 0.45
19. H 0.41
20. H 0.28
21. H 0.44
22. H 0.62


Record 5
The following is a quantum chemistry calculation of a 2-piece molecular cluster, C6H11N3 overall at a distorted geometry, from the Open Molecules 2025 dataset.

```
! wB97M-V def2-TZVPD RIJCOSX def2/J DEFGRID3
* xyz 0 1
H 1.1023 -2.1631 1.6201
N 0.7756 -1.8213 0.7152
C 0.2275 -0.6533 0.8444
C -1.3218 -0.1924 0.2884
C -2.0237 -1.1361 -0.3567
C -2.0004 0.9566 0.9642
H 0.3972 -0.0544 1.7516
H -1.5709 -2.0353 -0.7647
H -3.0894 -1.0391 -0.5446
H -1.3824 1.8337 1.1725
H -2.8199 1.3633 0.3615
H -2.4408 0.7123 1.9376
C 2.6543 0.4524 -0.7821
N 1.2199 0.0836 -0.8158
C 0.2510 0.9763 -1.2731
N -0.0745 2.0142 -1.6930
H 3.2396 -0.4654 -0.7286
H 2.8401 1.0652 0.0996
H 2.9383 0.9972 -1.6827
H 1.0781 -0.8943 -1.1137
*
```

LUMO energy (alpha / beta): 0.7464 / 0.7464 eV
Kohn-Sham gap (alpha / beta): 9.277 / 9.278 eV

How is the electron density shared among the atoms? According to Mulliken, the charges in e are:
1. H 0.24
2. N -0.78
3. C 0.10
4. C 0.59
5. C -0.96
6. C -1.43
7. H 0.47
8. H 0.30
9. H 0.33
10. H 0.35
11. H 0.40
12. H 0.35
13. C -0.97
14. N -0.27
15. C 0.43
16. N -0.54
17. H 0.35
18. H 0.29
19. H 0.34
20. H 0.41


Record 6
The following is a quantum chemistry calculation of a 2-piece molecular cluster, C5H14NOS overall, from the Open Molecules 2025 dataset.

```
! wB97M-V def2-TZVPD RIJCOSX def2/J DEFGRID3
* xyz -1 1
C -1.9410 2.4365 -1.7926
C -1.3911 2.3074 -0.3714
S -0.2631 0.8912 -0.2112
N -2.7858 1.3123 -2.2214
H -1.1120 2.4579 -2.5027
H -2.5131 3.3697 -1.8878
H -2.2511 2.2540 0.3106
H -0.8684 3.2403 -0.1318
H -3.5919 1.2475 -1.6035
H -2.2344 0.4868 -1.9734
C 2.5928 -0.8202 1.0836
C 1.4977 -1.8267 0.7886
C 0.3863 -1.8119 1.8260
O 2.1575 -3.1355 0.8531
H 3.4162 -0.9928 0.3909
H 2.9448 -0.9719 2.1064
H 2.1843 0.1822 0.9597
H 1.1165 -1.7090 -0.2243
H 0.0846 -0.7874 2.0272
H 0.7971 -2.2446 2.7460
H -0.4531 -2.4381 1.5231
H 1.6297 -3.7566 0.3346
*
```

LUMO energy: 3.5753 eV
Kohn-Sham gap: 6.313 eV

How is the electron density shared among the atoms? According to Mulliken, the charges in e are:
1. C -0.62
2. C -0.61
3. S -0.60
4. N -0.67
5. H 0.25
6. H 0.37
7. H 0.24
8. H 0.22
9. H 0.24
10. H 0.26
11. C -1.15
12. C 0.34
13. C -1.18
14. O -0.60
15. H 0.28
16. H 0.32
17. H 0.29
18. H 0.37
19. H 0.28
20. H 0.38
21. H 0.28
22. H 0.31